(1)
121
Properties=species:S:1:pos:R:3:forces:R:3 method="wB97M-V/def2-TZVPD" relative_energy_kcal_mol=0.0 orbital_gap_ha=0.2352 charge=-1 homo_energy_ev=-4.62 spin_multiplicity=1
C 2.323969 2.348924 2.204818 -0.06 -0.36 -0.66
C 1.956550 1.884161 0.795742 0.19 0.36 0.58
O 1.488195 2.979765 0.020322 -0.07 -0.33 -0.13
C 0.106295 3.221704 0.144274 0.07 0.22 -0.12
C -0.736731 2.761349 -1.087099 0.00 0.33 -0.09
O 0.018534 2.238180 -2.141068 0.25 -0.18 -0.21
C 0.415515 0.885213 -1.925389 -0.19 -0.20 0.50
C -0.331065 -0.092709 -2.837844 -0.16 0.82 0.42
O -0.825992 -1.167663 -2.059473 0.36 -0.23 -0.84
C -0.354555 -2.452931 -2.466622 -0.44 -0.01 0.19
P 1.086492 -3.016713 -1.334431 -0.44 0.19 1.16
C 1.504564 -4.494444 -2.440164 -0.09 -0.69 0.44
C 2.879381 -5.194835 -2.328457 -0.03 0.10 -0.64
C 4.066044 -4.434817 -1.732246 0.95 -0.11 0.56
P 5.626411 -5.255478 -2.157489 -0.85 -1.58 -1.42
O 5.456224 -6.582174 -2.767785 -0.03 -0.14 0.17
O 6.519589 -5.447709 -0.835582 -0.05 1.24 -0.18
C 6.567534 -4.372494 0.118376 0.24 -0.48 1.10
C 6.041643 -4.864804 1.477655 -0.07 -0.12 -0.46
O 6.344376 -4.291973 -3.238982 0.44 0.31 1.29
C 7.690259 -3.866612 -3.044426 0.54 0.51 -0.65
C 7.780344 -2.477157 -2.428015 -0.40 0.08 -0.50
N 2.352607 -1.789890 -2.184509 0.11 0.13 -0.25
C 2.647659 -1.818056 -3.326583 0.06 0.01 -0.08
S 3.030894 -1.912936 -4.873958 0.13 0.09 -0.36
P -0.252253 -4.254322 0.010771 -0.95 -0.77 -0.39
N -1.462346 -5.096506 -0.621793 0.23 0.30 0.10
H 2.553688 1.458808 2.790085 -0.04 0.12 0.31
H 1.469313 2.880645 2.616499 0.10 0.00 0.38
H 3.200182 2.993054 2.174685 -0.02 0.14 0.07
H 1.201823 1.100980 0.888315 -0.06 -0.07 -0.25
H 2.831947 1.471614 0.298056 -0.06 -0.06 -0.19
H -0.007656 4.303797 0.231711 -0.03 0.05 0.09
H -0.282876 2.778126 1.064704 -0.04 -0.06 0.04
H -1.231989 3.642752 -1.496333 -0.06 0.03 -0.01
H -1.530729 2.073342 -0.774566 0.07 -0.16 0.01
H 1.495207 0.760786 -1.977150 0.08 0.28 -0.24
H 0.134018 0.608081 -0.909406 0.01 -0.18 0.04
H 0.278465 -0.414327 -3.681177 0.06 -0.22 0.04
H -1.173364 0.484160 -3.238085 -0.13 -0.15 -0.09
H -0.103813 -2.480832 -3.530641 0.20 0.18 -0.01
H -1.217086 -3.113573 -2.342167 0.21 -0.36 0.16
H 0.751852 -1.889879 -0.474138 0.06 0.08 -0.15
H 2.146626 -3.322994 -0.384402 0.07 -0.15 -0.22
H 0.783122 -5.257316 -2.124813 -0.17 0.08 0.01
H 1.219434 -4.358541 -3.483533 0.28 0.51 -0.07
H 3.163871 -5.524923 -3.327266 0.02 0.07 -0.08
H 2.786489 -6.131155 -1.781249 -0.02 0.04 0.19
H 4.030029 -4.473733 -0.642316 -0.19 0.15 0.06
H 4.183770 -3.390508 -2.007463 -0.36 0.06 -0.13
H 7.612640 -4.099646 0.251726 0.06 0.20 -0.34
H 5.987589 -3.503362 -0.179783 0.09 0.03 -0.33
H 6.792121 -4.747754 2.254608 -0.06 0.11 0.13
H 5.813206 -5.924899 1.389558 -0.02 -0.06 0.05
H 5.125698 -4.344045 1.745787 -0.02 0.01 0.19
H 8.308854 -4.603210 -2.531759 -0.30 -0.15 0.28
H 8.116667 -3.772189 -4.043999 -0.02 -0.23 -0.09
H 8.807321 -2.224725 -2.170740 0.03 -0.07 0.20
H 7.105214 -2.345689 -1.588232 0.19 -0.06 0.25
H 7.453587 -1.764377 -3.185487 -0.04 0.11 0.04
H 0.625268 -5.141149 0.706817 0.14 0.30 0.14
H -0.744865 -3.409412 1.037867 0.45 0.07 0.15
H -2.337601 -4.782611 -0.220156 -0.13 -0.14 -0.09
O 0.457611 3.585343 5.298779 1.35 1.64 -2.06
P 0.199552 4.901639 5.958518 -2.65 -0.78 4.27
N 1.030523 4.743904 7.459086 -0.42 0.40 0.44
C 0.529700 3.896099 8.525514 -0.17 -0.28 -0.14
C 2.469515 4.619547 7.285113 0.11 0.15 -0.41
N -1.506188 4.848169 6.064264 -0.13 -0.57 -0.26
C -2.277196 5.040320 7.271391 -0.04 0.60 0.08
C -2.174980 3.889937 5.186533 0.13 -0.31 0.05
N 0.195847 6.667948 6.002873 1.60 -0.44 -2.04
C 0.815142 7.271398 4.811493 -0.28 -0.07 -0.19
C 0.570854 7.425413 7.183488 0.27 -0.14 0.35
H 1.085328 4.110902 9.441678 0.13 -0.05 -0.07
H 0.614095 2.824159 8.302578 0.01 -0.01 0.06
H -0.509592 4.117614 8.753026 0.03 -0.03 -0.11
H 2.875493 5.525036 6.818071 -0.01 -0.06 -0.05
H 2.742014 3.764484 6.655016 0.03 -0.02 0.06
H 2.962900 4.508729 8.250819 -0.11 0.05 0.07
H -2.294783 4.140040 7.898378 -0.08 0.03 0.00
H -3.313347 5.278376 7.017096 0.02 -0.02 -0.08
H -1.916720 5.882657 7.864347 0.18 -0.07 0.00
H -2.166177 2.871600 5.594560 -0.03 -0.02 -0.05
H -1.706280 3.861887 4.207963 0.06 -0.04 0.03
H -3.213402 4.196030 5.042608 0.01 0.10 0.13
H 1.907193 7.166483 4.813843 0.01 0.10 -0.02
H 0.575204 8.333904 4.749193 -0.06 -0.01 0.06
H 0.431277 6.795586 3.905145 0.03 -0.02 0.03
H 1.652408 7.443955 7.370133 -0.02 0.02 0.02
H 0.080164 7.055185 8.078075 0.01 -0.11 -0.04
H 0.235833 8.455630 7.031914 0.01 -0.03 -0.15
O -7.126166 0.648741 -3.746369 1.82 1.16 1.92
P -6.079423 -0.422797 -3.816373 -1.31 -3.58 -3.15
N -5.581440 -0.355650 -5.466292 0.01 -0.67 -0.16
C -6.426083 -0.838300 -6.540699 -0.33 0.05 0.09
C -4.930409 0.900717 -5.797454 0.16 0.20 0.39
N -7.034153 -1.782840 -3.393374 -0.66 0.29 0.05
C -7.139778 -2.999022 -4.165812 0.49 -0.33 0.14
C -8.297522 -1.501627 -2.722407 -0.18 0.21 -0.21
N -4.614817 -1.224225 -3.272106 0.18 2.40 1.16
C -3.919233 -0.490131 -2.197680 -0.35 -0.11 0.36
C -3.630893 -1.785007 -4.185905 0.09 0.08 -0.46
H -5.836322 -0.898541 -7.458993 0.02 0.15 0.00
H -7.303206 -0.200766 -6.723632 0.00 -0.01 -0.06
H -6.772943 -1.850382 -6.347583 -0.02 0.09 0.07
H -4.013836 1.020336 -5.207820 -0.06 0.04 0.02
H -5.572970 1.769010 -5.603178 0.00 0.00 -0.08
H -4.638511 0.914565 -6.847795 -0.01 -0.14 -0.01
H -7.823124 -2.889325 -5.018738 -0.02 -0.08 0.04
H -7.529397 -3.805942 -3.539371 -0.01 0.05 0.06
H -6.170167 -3.345952 -4.525288 0.04 0.17 -0.07
H -9.094436 -1.224248 -3.426143 -0.05 0.00 0.06
H -8.188680 -0.693407 -2.005935 0.00 0.06 -0.06
H -8.618099 -2.387949 -2.169378 0.09 -0.09 -0.09
H -3.419079 0.407521 -2.579934 0.09 -0.02 0.07
H -3.169582 -1.115877 -1.718578 0.03 -0.06 -0.10
H -4.634750 -0.181098 -1.427947 -0.03 0.02 -0.09
H -3.004213 -1.029404 -4.675667 0.02 -0.02 0.01
H -4.092571 -2.395439 -4.956563 -0.10 0.08 0.00
H -2.978341 -2.435303 -3.600082 -0.04 0.10 0.13



(2)
169
Properties=species:S:1:pos:R:3:forces:R:3 method="wB97M-V/def2-TZVPD" orbital_gap_ha=0.2887 charge=0 smiles="C[C@H](O)C[C@@]1(P(O)I)[C@@](CCCC(F)(F)C(F)(F)F)(B(N)O)OS(=O)(=O)[C@@H](C)[C@@]1(CCOC=O)[Si](C)(C)C.O=C1c2ccccc2C(=O)c2ccccc21.O=C1c2ccccc2C(=O)c2ccccc21.O=C1c2ccccc2C(=O)c2ccccc21.O=C1c2ccccc2C(=O)c2ccccc21" homo_energy_ev=-9.12 spin_multiplicity=1
C -2.822179 -2.407851 2.727272 -0.14 0.06 -0.05
C -2.019514 -3.696672 2.468994 0.12 0.03 0.85
O -1.412300 -4.112080 3.711097 -0.01 -0.11 -0.14
C -0.873756 -3.758305 1.417441 -0.10 -0.85 -0.53
C -0.545929 -2.742301 0.274951 0.33 -0.27 -0.20
P -2.195747 -2.031646 -0.330447 0.14 0.15 0.17
O -1.946528 -1.807793 -1.935827 0.05 -0.01 -0.06
I -3.812916 -3.891085 -0.441469 -0.04 -0.04 -0.01
C 0.269916 -1.507451 0.878589 -0.26 0.72 0.55
C 0.366119 -0.117773 0.155225 0.59 0.10 -0.20
C -0.755808 0.739996 -0.446360 -0.13 0.07 -0.17
C -2.004344 1.128504 0.355627 -0.16 0.09 -0.04
C -1.815391 2.423114 1.118178 -0.41 -0.09 -0.11
F -0.559996 2.604589 1.544865 0.45 -0.10 0.29
F -2.074239 3.471157 0.286362 0.03 0.36 -0.23
C -2.775806 2.622392 2.333599 0.23 0.10 -0.01
F -2.199213 3.390962 3.257435 -0.01 -0.17 0.11
F -3.902161 3.222975 1.943714 -0.15 -0.09 -0.02
F -3.115724 1.464814 2.913185 -0.06 -0.07 0.08
B -0.034258 -1.158042 2.440261 0.35 -0.25 0.07
N 0.509557 -1.985115 3.468520 -0.47 0.87 0.33
O -0.752183 -0.004299 2.708626 -0.67 -0.52 -0.44
O 1.731534 -1.803675 0.927925 -0.15 -0.15 -0.14
S 2.474539 -3.196183 0.989269 0.39 -0.04 -0.30
O 3.781702 -2.898016 0.475857 0.06 0.07 -0.01
O 2.408866 -3.782759 2.287276 -0.23 0.03 0.26
C 1.602854 -4.210662 -0.217419 -0.33 -0.16 0.50
C 1.501236 -5.609536 0.412520 0.34 -0.21 -0.02
C 0.340179 -3.509254 -0.838184 0.02 0.37 -0.10
C 0.835662 -2.495840 -1.954799 0.12 -0.13 -0.08
C 2.284706 -2.032673 -2.054317 0.05 0.38 -0.37
O 3.060620 -3.058724 -2.708898 0.03 -0.12 0.24
C 4.394902 -2.937786 -2.645719 0.00 0.27 0.07
O 5.127383 -3.846687 -2.879798 0.11 -0.19 -0.16
Si -0.449054 -4.926371 -1.963471 0.14 -0.40 -0.23
C -1.561770 -4.397890 -3.379329 -0.12 0.17 -0.05
C 1.020225 -5.675856 -2.891406 0.13 0.04 0.08
C -1.282908 -6.418243 -1.161084 -0.21 -0.10 0.16
H -2.834731 -2.228074 3.803918 0.08 0.01 0.00
H -2.453447 -1.513910 2.229874 -0.02 -0.09 0.01
H -3.859940 -2.524946 2.412611 0.02 0.00 -0.05
H -2.748789 -4.473874 2.246931 0.03 0.06 -0.40
H -2.013656 -4.727505 4.143889 0.02 0.06 0.18
H -1.045695 -4.699411 0.890147 -0.15 0.08 -0.03
H 0.023736 -3.969010 1.994316 0.01 0.44 0.12
H -2.394040 -0.998398 -2.210819 -0.12 -0.13 -0.10
H 1.094023 -0.235836 -0.648801 -0.10 -0.03 -0.05
H 0.904707 0.520166 0.860671 -0.12 -0.07 0.13
H -1.065220 0.333456 -1.410377 -0.01 -0.08 0.16
H -0.265185 1.677393 -0.724534 0.07 -0.05 -0.02
H -2.360827 0.353076 1.022027 0.16 0.01 -0.06
H -2.813645 1.340262 -0.347867 -0.06 -0.04 0.05
H 0.035550 -1.878064 4.358749 0.20 0.00 0.06
H 1.507101 -1.929064 3.622459 0.06 -0.67 -0.32
H -1.412391 -0.109911 3.401648 0.36 0.26 0.35
H 2.353691 -4.309514 -0.997001 -0.07 0.14 -0.10
H 0.790060 -5.705841 1.223324 -0.05 0.07 -0.03
H 2.476917 -5.869321 0.826364 0.00 0.03 -0.01
H 1.302164 -6.360536 -0.345988 -0.16 0.06 -0.06
H 0.628679 -2.905204 -2.947622 0.00 -0.05 0.02
H 0.235147 -1.598472 -1.938014 -0.09 0.00 0.14
H 2.301979 -1.141169 -2.692533 -0.07 -0.08 -0.07
H 2.763171 -1.753657 -1.123295 -0.06 -0.12 0.05
H 4.752454 -1.924179 -2.397558 -0.13 -0.03 0.13
H -1.671409 -5.307606 -3.979382 -0.01 -0.01 0.04
H -1.107423 -3.649005 -4.030107 0.03 0.00 0.04
H -2.557469 -4.053043 -3.116746 0.03 0.01 0.05
H 1.336242 -6.616547 -2.437415 0.02 0.01 -0.01
H 0.704547 -5.910298 -3.910781 -0.04 0.01 0.02
H 1.899337 -5.040659 -2.970614 0.01 0.02 -0.06
H -0.986094 -7.298258 -1.740193 0.08 0.06 -0.03
H -1.017338 -6.623319 -0.124823 0.03 0.04 0.00
H -2.370130 -6.372368 -1.210025 0.02 0.09 -0.01
O 0.092911 7.817986 -0.050623 -0.05 -0.04 0.03
C 0.004460 8.432383 0.992828 0.07 -0.04 -0.02
C -0.902187 7.972906 2.083839 0.07 0.04 0.04
C -1.631020 6.802636 1.909150 -0.03 -0.10 -0.01
C -2.456201 6.342719 2.920875 -0.11 0.12 -0.04
C -2.553518 7.049129 4.114903 0.01 0.01 0.00
C -1.838356 8.221380 4.291656 -0.03 -0.05 0.02
C -1.013075 8.690057 3.276561 0.01 0.02 -0.03
C -0.263640 9.963879 3.484866 0.00 0.00 -0.02
O -0.399082 10.611006 4.500481 0.01 0.00 0.02
C 0.658526 10.408876 2.400254 -0.02 -0.03 0.01
C 1.392136 11.574843 2.576928 0.05 0.05 -0.02
C 2.267866 11.995591 1.590039 -0.01 -0.01 0.00
C 2.415468 11.254927 0.422944 -0.01 0.00 0.00
C 1.681384 10.095988 0.237441 0.03 0.05 -0.03
C 0.799519 9.670445 1.223169 -0.05 0.00 0.04
H -1.536231 6.256468 0.978964 0.04 0.01 0.01
H -3.032127 5.439463 2.779368 0.03 0.14 0.01
H -3.188716 6.681026 4.910125 -0.02 0.01 -0.01
H -1.906713 8.784473 5.212296 0.02 0.04 -0.02
H 1.266798 12.139659 3.490434 -0.02 -0.03 0.02
H 2.838559 12.904352 1.729190 0.00 0.00 0.00
H 3.102081 11.585270 -0.345031 -0.01 0.01 -0.01
H 1.779515 9.513254 -0.668085 -0.04 -0.02 0.00
O -6.225975 -6.981430 10.344287 -0.01 -0.01 0.00
C -5.499595 -6.643535 9.435665 0.01 0.01 0.00
C -4.349688 -7.491406 9.006733 -0.02 0.03 -0.01
C -4.128854 -8.701020 9.653049 0.03 -0.06 0.00
C -3.084739 -9.517458 9.252512 -0.01 0.01 0.00
C -2.256696 -9.130625 8.204593 0.00 0.01 0.00
C -2.464597 -7.920871 7.564490 0.04 -0.06 0.01
C -3.508582 -7.095439 7.964996 -0.02 0.03 0.00
C -3.703420 -5.791569 7.272337 -0.01 0.01 0.01
O -2.944755 -5.425920 6.398010 0.01 0.01 -0.15
C -4.863563 -4.951512 7.685055 0.02 -0.03 0.00
C -5.086934 -3.743987 7.034074 -0.04 0.05 -0.01
C -6.172528 -2.960087 7.384830 0.01 -0.01 0.00
C -7.040584 -3.378519 8.387491 0.01 -0.01 0.00
C -6.817170 -4.575367 9.046543 -0.04 0.06 0.00
C -5.727004 -5.364202 8.700952 0.02 -0.04 -0.01
H -4.783650 -8.989049 10.463865 -0.03 0.03 -0.01
H -2.915334 -10.460317 9.755574 0.00 0.00 0.00
H -1.446480 -9.774475 7.888906 0.01 0.00 0.01
H -1.824942 -7.603300 6.752592 -0.01 0.04 0.01
H -4.403358 -3.433851 6.255397 0.02 -0.03 0.00
H -6.346559 -2.021048 6.875998 0.00 0.00 0.00
H -7.892143 -2.767115 8.655456 0.00 0.00 0.00
H -7.480080 -4.912762 9.831330 0.03 -0.03 0.01
O -0.574550 11.704164 -2.708858 0.01 0.00 0.00
C -1.639558 11.467366 -3.238004 -0.01 0.01 0.00
C -2.090566 12.231575 -4.438205 -0.01 -0.03 0.02
C -1.258174 13.213222 -4.962169 0.02 0.05 -0.05
C -1.642638 13.914438 -6.092080 0.00 -0.01 0.01
C -2.859968 13.637954 -6.705130 0.00 -0.01 0.01
C -3.698459 12.669451 -6.180552 0.01 0.06 -0.05
C -3.319555 11.965796 -5.043723 0.00 -0.03 0.03
C -4.248540 10.938061 -4.488189 0.01 0.00 0.01
O -5.336299 10.742943 -4.986631 0.00 -0.01 -0.01
C -3.788495 10.160223 -3.302656 0.01 0.01 -0.02
C -4.616822 9.173588 -2.781964 -0.01 -0.06 0.05
C -4.197842 8.423982 -1.695478 0.00 0.01 -0.01
C -2.950569 8.653234 -1.125128 -0.03 0.04 -0.03
C -2.125089 9.641978 -1.633435 -0.06 -0.07 0.08
C -2.542728 10.400163 -2.719308 0.05 0.07 -0.04
H -0.313486 13.412822 -4.475377 0.00 -0.04 0.02
H -0.992246 14.676943 -6.500234 0.00 0.00 0.00
H -3.154199 14.181441 -7.593402 0.00 0.01 0.00
H -4.650709 12.445872 -6.641493 -0.01 -0.02 0.03
H -5.582042 9.004602 -3.239203 0.01 0.02 -0.03
H -4.842865 7.654304 -1.291493 0.00 0.00 0.00
H -2.621912 8.060188 -0.283508 0.01 -0.02 0.00
H -1.154187 9.829789 -1.197508 0.02 0.04 -0.06
O 6.406846 -7.633383 -5.276871 -0.01 0.00 0.00
C 7.292582 -7.237691 -6.002861 0.01 0.00 -0.01
C 7.884166 -8.129178 -7.045899 0.00 0.04 0.01
C 7.386063 -9.418720 -7.187900 0.00 -0.07 -0.04
C 7.897714 -10.253567 -8.166294 0.00 0.01 0.01
C 8.909155 -9.804589 -9.008941 0.00 0.01 0.01
C 9.417157 -8.525244 -8.864110 0.00 -0.07 -0.03
C 8.909834 -7.684663 -7.880279 0.00 0.03 0.02
C 9.484601 -6.315178 -7.732961 0.00 -0.01 0.00
O 10.408943 -5.948281 -8.427096 0.00 0.01 -0.01
C 8.879255 -5.418609 -6.707997 -0.01 -0.03 -0.01
C 9.373021 -4.126953 -6.573554 -0.01 0.07 0.03
C 8.811209 -3.267383 -5.644558 0.00 -0.01 -0.01
C 7.754240 -3.692244 -4.847297 0.01 0.01 -0.01
C 7.262430 -4.980870 -4.968650 0.03 0.00 0.01
C 7.826363 -5.849491 -5.896216 0.00 -0.02 -0.03
H 6.597276 -9.750093 -6.526617 -0.01 0.04 0.01
H 7.506960 -11.256700 -8.276850 0.00 0.00 0.00
H 9.301505 -10.456253 -9.778701 0.00 -0.01 0.00
H 10.207111 -8.161631 -9.506785 0.01 0.03 0.03
H 10.193336 -3.811304 -7.203434 0.00 -0.03 -0.02
H 9.196697 -2.261189 -5.541356 0.00 0.00 0.00
H 7.308584 -3.024509 -4.122821 0.00 -0.01 0.02
H 6.444974 -5.315509 -4.346222 0.00 -0.03 -0.01